(1)
The following is a DFT calculation (ωB97M-V/def2-TZVPD) of a gas-phase ion, C4H7IN (charge +1) at a distorted geometry.

The geometry in XYZ format:
```
13
Properties=species:S:1:pos:R:3:forces:R:3
C -0.224 2.606 0.024 -0.069 -0.850 -0.850
C -0.022 1.420 0.036 -0.297 0.151 0.257
C 0.203 0.032 -0.015 2.112 -0.690 1.293
C -0.203 -0.791 -1.237 0.654 -0.205 1.415
N -0.296 -0.743 1.244 3.567 -0.969 -0.341
I 2.789 -0.176 0.211 -2.372 0.060 -0.102
H -0.500 3.535 -0.389 -0.057 0.896 0.427
H 0.097 -0.068 -2.034 -0.901 -1.356 -0.143
H 0.408 -1.732 -1.184 -0.345 0.952 -0.674
H -1.268 -1.173 -1.085 0.958 1.127 -0.916
H -0.026 -0.446 2.214 -0.564 0.579 -1.137
H -1.281 -0.842 1.080 -0.798 -0.639 0.533
H 0.324 -1.622 1.135 -1.888 0.945 0.238
```
Forces are in eV/Å.

As for the charge: +1. For the HOMO energy (spin up / spin down), the calculation gives -0.5004 / -0.5004 Eh. The energy relative to the best compared isomer or geometry (same formula, charge and spin) comes out at 81.15 kcal per mole. As for the SMILES: C#C[C@](C)([NH3+])I. As for the total energy: -508.674449 Eh.

(2)
The following is a DFT calculation (ωB97M-V/def2-TZVPD) of C4H7IN2O2 in the gas phase at a distorted geometry.

The geometry in XYZ format:
```
16
Properties=species:S:1:pos:R:3:forces:R:3
C 0.704 -0.698 1.548 1.073 -0.578 -0.038
N 0.484 -0.641 0.159 0.647 0.397 -1.112
C -0.394 -0.079 -0.511 -1.514 1.289 1.693
C -0.280 0.068 -1.971 0.984 -1.418 -1.763
C -1.565 0.760 0.270 0.955 -3.267 0.856
I -3.423 -0.346 0.329 0.411 0.057 -0.075
N -1.734 2.008 -0.394 0.640 2.181 1.120
O -1.024 2.929 0.061 -1.054 -1.068 -1.098
O -2.496 2.051 -1.322 0.092 0.734 -0.410
H -0.033 -0.357 2.264 -0.548 -0.360 0.083
H 1.624 -0.161 1.780 0.065 0.227 -0.178
H 1.025 -1.733 1.567 -0.343 -0.429 1.494
H -0.414 1.133 -2.175 -0.136 -0.326 -0.707
H -0.932 -0.635 -2.591 0.335 1.353 0.933
H 0.780 -0.245 -2.275 -1.436 0.621 0.614
H -1.291 0.829 1.354 -0.172 0.588 -1.412
```
Forces are in eV/Å.

As for the charge: 0. For the HOMO energy, the calculation gives -0.3535 Eh. The energy relative to the best compared isomer or geometry (same formula, charge and spin) comes out at 96.57 kcal per mole. As for the SMILES: C/N=C(/C)[C@H](I)[N+](=O)[O-]. As for the total energy: -714.145799 Eh.

(3)
The following is a DFT calculation (ωB97M-V/def2-TZVPD) of 2 unconnected molecules or ions with the total composition C4H7IO at a distorted geometry.

The geometry in XYZ format:
```
13
Properties=species:S:1:pos:R:3:forces:R:3
C 0.254 -1.242 -2.114 0.221 -0.024 0.309
O -0.804 -0.866 -1.179 0.204 -0.077 -0.662
C -0.428 -0.484 0.033 1.162 0.106 1.264
C 0.471 -0.225 0.961 -4.602 -0.447 -3.112
C -1.056 -0.179 1.338 2.393 -1.009 0.048
H 1.090 -0.441 -2.054 -1.475 -1.290 -0.660
H -0.265 -1.450 -3.124 1.060 0.882 1.621
H 0.675 -2.218 -1.766 -0.160 0.757 -0.249
H 1.402 -0.093 1.296 3.175 0.416 1.161
H -1.199 -0.977 2.031 -1.175 -0.562 0.306
H -1.428 0.760 1.628 -0.830 1.137 -0.020
I -0.123 3.469 1.259 1.052 0.418 0.286
H 1.414 3.945 1.691 -1.026 -0.306 -0.292
```
Forces are in eV/Å.

As for the charge: 0. For the HOMO energy, the calculation gives -0.3114 Eh. The energy relative to the best compared isomer or geometry (same formula, charge and spin) comes out at 84.32 kcal per mole. As for the SMILES: COC1=CC1.I. As for the total energy: -529.395157 Eh.

(4)
The following is a DFT calculation (ωB97M-V/def2-TZVPD) of a molecular structure, C4H7LiLuO2 at a distorted geometry.

The geometry in XYZ format:
```
15
Properties=species:S:1:pos:R:3:forces:R:3
H 3.145 1.391 -2.771 0.624 -0.543 -0.079
C -1.243 -1.529 0.626 -0.092 -0.473 0.051
C -0.706 -0.153 0.788 -0.107 0.407 0.264
C 0.387 0.197 -0.226 0.672 -0.390 -0.313
C 0.894 1.598 -0.070 -1.534 0.775 0.027
O 1.093 2.354 -1.008 0.664 -0.581 0.012
O -1.604 -2.211 1.576 -0.215 -0.362 -0.156
Lu -2.742 -4.417 2.125 0.274 0.535 -0.085
Li 1.858 2.605 -2.720 -0.698 0.709 0.243
H -1.338 -1.930 -0.401 0.001 0.092 0.163
H -1.583 0.500 0.623 0.171 -0.099 0.082
H -0.382 -0.010 1.827 -0.099 -0.033 -0.219
H 0.066 0.035 -1.263 0.043 0.094 0.235
H 1.270 -0.446 -0.062 -0.192 0.007 0.017
H 0.884 2.015 0.958 0.488 -0.137 -0.242
```
Forces are in eV/Å.

Its multiplicity is 2. Its expectation value of S² is 0.75. As for the charge: +2. For the HOMO energy (spin up / spin down), the calculation gives -0.5039 / -0.5039 Eh. The energy relative to the best compared isomer or geometry (same formula, charge and spin) comes out at 30.86 kcal per mole. As for the total energy: -1549.411730 Eh.

(5)
The following is a DFT calculation (ωB97M-V/def2-TZVPD) of a molecular structure, C4H7LiO2Rh at a distorted geometry.

The geometry in XYZ format:
```
15
Properties=species:S:1:pos:R:3:forces:R:3
H 1.415 -1.883 -3.635 0.664 -0.307 -0.379
C 0.196 0.165 1.129 0.330 -0.274 0.277
C -0.344 0.135 -0.253 -0.448 0.077 -0.047
C 0.526 -0.683 -1.212 0.808 -0.067 0.856
C -0.061 -0.777 -2.598 0.173 2.481 0.162
O -0.622 -1.839 -2.984 -0.906 -1.335 -0.196
O 0.105 1.147 1.856 -0.815 -0.931 -3.296
Rh 0.541 1.640 3.625 0.774 0.956 3.243
Li 0.064 -3.313 -3.894 -0.094 -0.564 -0.431
H 0.688 -0.750 1.509 -0.127 0.178 -0.013
H -1.331 -0.355 -0.157 0.145 0.182 -0.029
H -0.507 1.161 -0.604 -0.011 -0.240 0.066
H 0.724 -1.694 -0.828 -0.138 0.249 -0.056
H 1.508 -0.197 -1.341 -0.278 -0.112 0.001
H -0.499 0.185 -2.944 -0.079 -0.293 -0.159
```
Forces are in eV/Å.

Its multiplicity is 6. Its expectation value of S² is 8.76. As for the charge: +2. For the HOMO energy (spin up / spin down), the calculation gives -0.5512 / -0.6188 Eh. The energy relative to the best compared isomer or geometry (same formula, charge and spin) comes out at 20.75 kcal per mole. As for the total energy: -424.252093 Eh.

(6)
The following is a DFT calculation (ωB97M-V/def2-TZVPD) of C4H7N in the gas phase at a distorted geometry.

The geometry in XYZ format:
```
12
Properties=species:S:1:pos:R:3:forces:R:3
H -2.790 -0.236 1.349 -0.942 -1.393 0.679
N -1.947 -0.014 0.900 -0.049 2.729 -0.316
C -1.103 -0.762 0.406 2.455 0.266 -0.960
C 0.118 -0.167 -0.287 1.065 -2.949 -0.377
C 1.084 -1.010 -0.801 -0.279 2.558 0.102
C 0.285 1.302 -0.297 -0.004 -0.967 0.797
H -1.012 -1.822 0.436 -0.556 -1.301 0.125
H 1.922 -0.428 -1.286 -0.730 -1.104 0.497
H 1.185 -2.103 -0.791 -0.567 0.547 0.132
H -0.610 1.733 -0.622 -1.358 0.929 -0.661
H 0.383 1.598 0.735 0.241 0.409 0.424
H 1.113 1.619 -0.880 0.724 0.277 -0.443
```
Forces are in eV/Å.

As for the charge: 0. For the HOMO energy, the calculation gives -0.3442 Eh. The energy relative to the best compared isomer or geometry (same formula, charge and spin) comes out at 31.95 kcal per mole. As for the SMILES: [H]/N=C/C(=C)C. As for the total energy: -211.309759 Eh.

(7)
The following is a DFT calculation (ωB97M-V/def2-TZVPD) of C4H7N in the gas phase.

The geometry in XYZ format:
```
12
Properties=species:S:1:pos:R:3:forces:R:3
C 1.543 0.764 -0.918 0.131 -0.161 -0.020
C 0.789 0.639 0.163 -0.224 0.074 0.246
C -0.450 -0.174 0.257 0.151 0.336 -0.071
C -1.572 0.317 0.783 -0.420 -0.222 0.285
N -0.381 -1.438 -0.316 0.035 -0.222 -0.150
H 2.427 1.387 -0.923 -0.006 0.028 0.052
H 1.306 0.245 -1.834 -0.067 -0.071 -0.132
H 1.041 1.175 1.069 0.030 0.153 -0.009
H -1.677 1.299 1.210 0.331 0.175 -0.088
H -2.470 -0.288 0.816 0.017 -0.078 -0.034
H -1.093 -2.075 0.009 0.035 -0.008 -0.113
H 0.538 -1.850 -0.316 -0.013 -0.004 0.034
```
Forces are in eV/Å.

As for the charge: 0. For the HOMO energy, the calculation gives -0.3002 Eh. The energy relative to the best compared isomer or geometry (same formula, charge and spin) comes out at 22.72 kcal per mole. As for the SMILES: C=CC(=C)N. As for the total energy: -211.324458 Eh.

(8)
The following is a DFT calculation (ωB97M-V/def2-TZVPD) of a molecular structure, C4H7N at a distorted geometry.

The geometry in XYZ format:
```
12
Properties=species:S:1:pos:R:3:forces:R:3
C 0.892 -0.763 -1.108 -0.889 -0.049 -1.612
C -0.550 -0.388 -1.096 -1.623 0.041 2.288
C -0.192 -0.259 0.508 0.687 -0.312 -2.468
C -0.042 1.054 1.239 2.812 -0.311 -1.672
N 1.143 -0.815 0.135 1.348 0.443 -0.437
H 1.416 -1.027 -2.043 0.583 -0.117 0.960
H -1.098 0.448 -1.504 0.820 0.843 -0.548
H -1.267 -1.207 -1.356 0.816 0.076 0.516
H -0.560 -1.055 1.050 -1.805 -1.298 1.503
H 1.005 1.417 0.810 -2.339 0.033 1.073
H 0.091 0.854 2.284 0.075 0.053 0.588
H -0.838 1.743 1.082 -0.484 0.599 -0.190
```
Forces are in eV/Å.

As for the charge: 0. For the HOMO energy, the calculation gives -0.3603 Eh. The energy relative to the best compared isomer or geometry (same formula, charge and spin) comes out at 50.71 kcal per mole. As for the total energy: -211.279857 Eh.

(9)
The following is a DFT calculation (ωB97M-V/def2-TZVPD) of a molecular structure, C4H7N at a distorted geometry.

The geometry in XYZ format:
```
12
Properties=species:S:1:pos:R:3:forces:R:3
C -0.411 -1.355 -1.215 1.573 0.219 2.647
C 0.675 -1.150 -0.154 0.504 2.562 -1.938
C 0.230 0.338 -0.484 -3.015 -0.604 4.657
C -0.437 1.407 1.110 3.594 -1.415 -3.667
N -0.800 -0.164 -1.386 -0.003 1.381 -0.442
H -0.888 -2.247 -1.384 -1.234 -1.939 -1.384
H 0.514 -1.509 0.837 -0.278 -0.253 0.628
H 1.725 -1.202 -0.439 -0.006 -0.831 -0.097
H 0.776 1.185 -0.646 1.998 1.377 -1.642
H -0.341 0.804 1.959 -0.189 -0.766 1.204
H -1.359 1.678 0.755 -2.290 0.679 -0.313
H 0.318 2.215 1.048 -0.655 -0.410 0.348
```
Forces are in eV/Å.

As for the charge: 0. For the HOMO energy, the calculation gives -0.3335 Eh. The energy relative to the best compared isomer or geometry (same formula, charge and spin) comes out at 89.47 kcal per mole. As for the total energy: -211.218095 Eh.